Density functional theory data (the ωB97M-V functional and the def2-TZVPD basis) for an isolated molecule of H3INP.

Properties
**Molecular weight**: 174.91 g mol⁻¹
**E_HOMO (alpha / beta)**: -0.23419 / -0.34192 Ha
**LUMO (alpha / beta)**: 0.903 / -2.804 eV
**Energy**: -18924.002 eV
**Orbital gap (alpha / beta)**: 7.28 / 6.50 eV
**Spin multiplicity**: 3
**ΔE to the lowest compared entry with this formula, charge and spin**: 24.80 kcal per mole
**Max |F|**: 4.89 eV/A

```
6
Properties=species:S:1:pos:R:3:mulliken_spin:R:1
N 0.81836 0.84668 -0.08867 0.623
P -0.72638 0.08338 -0.21894 0.061
I 2.65898 -0.00750 0.02159 1.296
H 0.63688 1.52966 0.71817 -0.023
H -0.61538 -0.13211 -1.57078 0.014
H -0.49244 -1.16822 0.50743 0.030
```

Density functional theory data (the ωB97M-V functional and the def2-TZVPD basis) for a cluster of 3 separate species, C20H36N3O5S2 in total.

Properties
**Charge**: +1
**Molecular weight**: 462.66 g mol⁻¹
**E_HOMO**: -0.42627 Ha
**LUMO**: -4.563 eV
**Energy**: -57693.231 eV
**Orbital gap**: 7.04 eV
**Max |F|**: 4.57 eV/A

```
66
Properties=species:S:1:pos:R:3:lowdin_charge:R:1
C -1.45441 -2.89162 -4.19068 -0.096
C -1.83752 -1.37716 -4.37801 -0.178
C -0.60635 -0.37442 -4.14225 -0.257
C -1.01789 0.98690 -4.78852 -0.056
N -0.45448 -0.29194 -2.64853 -0.058
C 0.44404 -1.04368 -1.97696 0.012
C 0.70192 -1.08807 -0.55195 0.074
C -0.13816 -0.13527 0.20494 0.111
C -1.02650 0.62630 -0.68013 -0.199
C -1.91880 1.70375 0.05505 -0.019
C -0.94524 2.60273 0.88782 -0.445
O -0.86927 2.37486 2.08088 0.073
N -0.11526 3.63685 0.35837 -0.141
C -0.08476 3.65386 -1.12361 -0.096
C -0.57960 4.97899 0.84807 -0.039
N -1.21056 0.56666 -1.99632 0.181
H -0.90035 -3.09438 -3.24969 0.031
H -0.81514 -3.20950 -5.05033 0.087
H -2.41200 -3.47089 -4.15438 0.090
H -2.54965 -1.14254 -3.53560 0.118
H -2.33972 -1.20196 -5.35534 0.120
H 0.33157 -0.81416 -4.55743 0.159
H -1.15104 0.78760 -5.88734 0.099
H -0.26560 1.80387 -4.67383 0.086
H -2.03470 1.30289 -4.43286 0.091
H 1.08111 -1.72084 -2.60025 0.122
H 1.45439 -1.73525 -0.05927 0.126
H -0.06772 -0.02865 1.30466 0.138
H -2.65116 1.15823 0.70697 0.142
H -2.53064 2.29841 -0.66681 0.122
H 0.48299 2.76562 -1.52332 0.085
H 0.46968 4.55427 -1.47421 0.097
H -1.09453 3.61484 -1.61067 0.091
H -1.67140 4.89886 1.08391 0.104
H 0.03310 5.22509 1.75358 0.098
H -0.42844 5.77363 0.08254 0.092
C 2.64719 -6.74569 -2.63766 -0.211
C 3.30246 -6.13174 -1.39653 -0.205
C 2.80904 -4.68588 -1.28601 -0.223
S 1.18984 -4.64994 -2.05591 0.662
O 1.26255 -3.82006 -3.24029 -0.354
O 0.18252 -4.44620 -1.04051 -0.322
C 1.17404 -6.36064 -2.56229 -0.219
H 2.77616 -7.82731 -2.67006 0.124
H 3.09840 -6.32416 -3.54017 0.123
H 2.99910 -6.69294 -0.50902 0.123
H 4.39039 -6.17245 -1.45260 0.121
H 2.72097 -4.36764 -0.24780 0.102
H 3.45738 -3.99933 -1.83162 0.108
H 0.65377 -6.46051 -3.51365 0.115
H 0.65718 -6.93089 -1.78911 0.116
C -0.41966 3.67198 5.08706 -0.235
C 0.78624 4.07083 5.94452 -0.217
C 0.27674 4.31698 7.36826 -0.222
S -1.17545 3.28370 7.56560 0.662
O -2.32720 4.13510 7.72721 -0.316
O -0.87832 2.21413 8.48530 -0.323
C -1.18087 2.63338 5.90128 -0.233
H -0.11554 3.27596 4.11933 0.082
H -1.05263 4.54690 4.91093 0.122
H 1.51426 3.25475 5.95017 0.117
H 1.28879 4.95450 5.54854 0.113
H 1.01836 4.04107 8.11601 0.104
H -0.02642 5.35394 7.51140 0.106
H -2.20566 2.48887 5.56388 0.108
H -0.65155 1.67941 5.91525 0.108
```

Density functional theory data (the ωB97M-V functional and the def2-TZVPD basis) for a structure of composition C19H36BIrN6S6.

Properties
**Charge**: +3
**Molecular weight**: 743.97 g mol⁻¹
**E_HOMO (alpha / beta)**: -0.53388 / -0.56793 Ha
**LUMO (alpha / beta)**: -5.736 / -9.035 eV
**Energy**: -97731.721 eV
**Orbital gap (alpha / beta)**: 8.79 / 6.42 eV
**Spin multiplicity**: 6
**ΔE to the lowest compared entry with this formula, charge and spin**: 0.00 kcal per mole
**Max |F|**: 0.10 eV/A

```
69
Properties=species:S:1:pos:R:3:mulliken_spin:R:1
Ir -1.74558 -4.17405 -1.34829 2.021
C -1.80046 -6.35204 -3.80302 -0.004
C -3.13807 -5.63849 -3.94742 0.019
S -3.10642 -3.92156 -3.31495 0.182
C -4.73508 -3.78007 -2.52879 0.002
C -5.05735 -4.79990 -1.43849 -0.001
S -3.66428 -5.25616 -0.33337 0.161
C -3.39738 -7.02079 -0.78394 0.008
C -1.95632 -7.40133 -1.09371 0.020
S -1.00011 -6.28851 -2.16624 0.120
H -1.90260 -7.39957 -4.08982 0.006
H -1.05410 -5.90813 -4.46358 -0.001
H -3.39970 -5.58891 -5.00432 0.003
H -3.93345 -6.17357 -3.43543 -0.004
H -4.72729 -2.76585 -2.12936 -0.004
H -5.50240 -3.81842 -3.30329 0.007
H -5.83588 -4.39214 -0.79504 0.000
H -5.44975 -5.72711 -1.85142 0.002
H -3.73852 -7.61167 0.06540 0.001
H -4.05525 -7.24547 -1.61940 0.001
H -1.35204 -7.42836 -0.18546 0.000
H -1.93173 -8.40128 -1.52997 0.008
C -2.99059 -2.48984 2.04105 0.008
N -1.59820 -2.91049 2.13110 0.038
C -1.00706 -3.38270 3.27618 0.035
C 0.30808 -3.56148 2.99358 0.021
N 0.51989 -3.20235 1.68924 0.026
B 1.94233 -3.08154 1.05062 -0.017
N 2.16607 -4.11020 -0.14343 0.086
C 2.85266 -3.76673 -1.23545 0.125
C 3.15482 -4.91875 -1.95544 0.202
N 2.63076 -5.94988 -1.28166 0.072
C 2.74807 -7.36186 -1.63602 -0.002
C 1.99633 -5.47373 -0.14703 -0.066
S 1.19758 -6.40150 0.95903 0.567
C -0.65134 -2.81827 1.17193 -0.001
S -0.89041 -2.25431 -0.45842 0.328
H -3.63722 -3.30662 2.35465 0.000
H -3.20941 -2.21229 1.01442 -0.003
H -3.15335 -1.62806 2.68488 -0.002
H -1.56274 -3.52951 4.18570 0.004
H 1.11407 -3.90440 3.61697 0.002
H 2.73640 -3.35268 1.90416 0.010
H 2.07992 -1.99417 0.56702 0.002
H 3.11858 -2.74427 -1.44334 0.004
H 3.71292 -5.04006 -2.86865 0.012
H 3.28615 -7.43408 -2.57649 0.002
H 1.75686 -7.79590 -1.73762 0.001
H 3.29334 -7.88879 -0.85706 0.000
C 4.13715 12.68650 2.32261 -0.002
N 3.27247 11.50840 2.46949 0.021
C 3.69824 10.56338 3.50607 0.001
C 2.33865 11.20769 1.57244 -0.058
S 1.93383 9.53998 1.31854 1.017
N 1.70525 12.13617 0.86371 0.020
C 1.46279 13.48466 1.39273 -0.002
C 0.97022 11.82137 -0.36479 0.000
H 5.16657 12.36001 2.46122 -0.001
H 3.90548 13.44506 3.06912 0.002
H 4.03838 13.10450 1.32578 0.000
H 3.99219 11.13804 4.38183 -0.001
H 4.55229 9.97469 3.16864 0.001
H 2.87834 9.90557 3.78190 0.000
H 1.67129 13.51472 2.45750 0.000
H 0.40990 13.71523 1.23875 -0.001
H 2.06519 14.22922 0.87398 0.002
H 1.40824 10.95946 -0.86101 0.000
H 1.04514 12.67970 -1.02918 -0.001
H -0.08238 11.63346 -0.14935 0.001
```

Density functional theory data (the ωB97M-V functional and the def2-TZVPD basis) for the ion C14H32BN6O4 with charge +1.

Properties
**Charge**: +1
**Molecular weight**: 359.26 g mol⁻¹
**E_HOMO**: -0.44242 Ha
**LUMO**: -2.608 eV
**Energy**: -32838.214 eV
**Orbital gap**: 9.43 eV
**Max |F|**: 1.20 eV/A
**SMILES string**: COB(O)n1c(NOC[C@@H](C)CC(C)C)nc(C[C@@H](O)CN)[n+]1CN

```
57
Properties=species:S:1:pos:R:3:lowdin_charge:R:1
C 1.48978 -2.79750 2.11639 -0.015
O 0.39991 -2.94192 1.19561 0.049
B 0.64087 -2.62177 -0.09830 -0.655
O 1.33407 -3.39929 -0.96845 0.230
N 0.01098 -1.38552 -0.68650 0.231
C 0.49638 -0.39374 -1.45886 -0.278
N 1.75078 -0.24009 -1.87688 0.103
O 2.81167 -1.04358 -1.52474 -0.074
C 3.78477 -0.24206 -0.81758 -0.110
C 3.30969 0.21432 0.56922 -0.324
C 4.19517 -0.42983 1.64997 -0.060
C 3.29433 1.75125 0.74762 -0.130
C 1.89650 2.34861 0.99813 -0.410
C 1.41585 3.17323 -0.20904 -0.077
C 1.83879 3.22794 2.26512 -0.060
N -0.44577 0.48771 -1.80875 0.221
C -1.57455 0.05112 -1.22878 -0.190
C -2.80358 0.86645 -1.49483 -0.039
C -4.04314 0.13603 -2.07585 -0.351
O -3.82361 -1.23577 -2.27888 -0.017
C -5.30381 0.47119 -1.25435 -0.243
N -6.35132 -0.52882 -1.41032 0.018
N -1.33611 -1.06680 -0.52038 0.064
C -2.24928 -1.90496 0.23656 -0.172
N -3.29145 -1.10089 0.84484 0.069
H 1.54717 -1.77601 2.47972 0.090
H 1.28682 -3.42735 2.97513 0.103
H 2.43782 -3.12506 1.69628 0.096
H 2.28864 -3.27609 -0.95355 0.119
H 1.94022 0.51787 -2.51473 0.175
H 4.64451 -0.89392 -0.71898 0.131
H 4.05034 0.62179 -1.42379 0.125
H 2.29200 -0.13575 0.74204 0.105
H 4.46016 -1.45427 1.40127 0.075
H 5.12206 0.13682 1.71963 0.090
H 3.71875 -0.37534 2.62468 0.084
H 3.76169 2.25237 -0.09652 0.117
H 3.88714 1.97821 1.62839 0.103
H 1.15737 1.55481 1.13017 0.111
H 1.51393 2.57896 -1.11595 0.052
H 2.05110 4.05109 -0.30463 0.089
H 0.38373 3.46949 -0.06300 0.076
H 1.40191 2.69228 3.10319 0.075
H 2.80577 3.64031 2.53124 0.078
H 1.17363 4.06827 2.07823 0.072
H -3.06857 1.40197 -0.58230 0.119
H -2.47556 1.62328 -2.19312 0.121
H -4.20446 0.56467 -3.06095 0.142
H -4.31209 -1.74056 -1.62740 0.068
H -5.05054 0.68609 -0.21695 0.091
H -5.68761 1.40763 -1.65550 0.123
H -7.24920 -0.10422 -1.21987 0.077
H -6.26651 -1.24470 -0.69785 0.066
H -2.68007 -2.63469 -0.44486 0.133
H -1.71480 -2.46800 0.99859 0.121
H -2.88536 -0.31745 1.34330 0.096
H -3.77688 -1.66777 1.52713 0.098
```

Density functional theory data (the ωB97M-V functional and the def2-TZVPD basis) for a structure of composition C5H10O.

Properties
**Molecular weight**: 86.13 g mol⁻¹
**E_HOMO**: -0.35182 Ha
**LUMO**: 1.205 eV
**Energy**: -7393.702 eV
**Orbital gap**: 10.78 eV
**ΔE to the lowest compared entry with this formula, charge and spin**: 24.53 kcal per mole
**Max |F|**: 0.75 eV/A

```
16
Properties=species:S:1:pos:R:3:lowdin_charge:R:1
C 2.05049 0.91174 -0.00123 -0.044
C 1.03784 -0.05938 -0.54652 -0.389
C 0.16623 -0.82002 0.44220 -0.095
C -0.97149 -0.41555 -0.46275 -0.385
C -2.21046 0.04431 0.27198 -0.041
O -0.13126 0.59112 -1.09716 -0.068
H 2.53114 1.46858 -0.81050 0.080
H 1.54851 1.61592 0.67175 0.085
H 2.80706 0.35532 0.56379 0.085
H 1.48468 -0.75487 -1.27518 0.145
H 0.30563 -1.88452 0.62277 0.115
H 0.06319 -0.26952 1.38556 0.120
H -1.21398 -1.15288 -1.23896 0.144
H -2.31520 -0.69847 1.07603 0.084
H -2.01493 1.00870 0.75375 0.088
H -3.13378 0.07026 -0.31225 0.075
```

Density functional theory data (the ωB97M-V functional and the def2-TZVPD basis) for the ion C6H14N3 with charge +1.

Properties
**Charge**: +1
**Molecular weight**: 128.20 g mol⁻¹
**E_HOMO**: -0.48277 Ha
**LUMO**: -3.222 eV
**Energy**: -10909.116 eV
**Orbital gap**: 9.91 eV
**ΔE to the lowest compared entry with this formula, charge and spin**: 92.68 kcal per mole
**Max |F|**: 5.60 eV/A
**SMILES string**: CC(C)N[NH2+]CC=C=N

```
23
Properties=species:S:1:pos:R:3:lowdin_charge:R:1
C -2.09986 -0.37695 1.31005 -0.033
C -1.50366 0.75145 0.33549 -0.410
C -2.35311 0.88916 -0.90700 -0.063
N -0.10439 0.57142 0.04329 -0.023
N 0.22988 -0.62380 -0.60954 0.042
C 1.62102 -1.26734 -0.44907 -0.099
C 2.71516 -0.34017 -0.68938 -0.110
C 3.46779 0.12694 0.25031 -0.175
N 4.26937 0.29129 1.12370 0.219
H -2.96718 -0.01995 1.72618 0.043
H -2.37813 -1.37857 1.07473 0.069
H -1.24287 -0.23052 2.12736 0.137
H -1.58804 1.65167 0.97280 0.156
H -2.29094 0.08675 -1.57565 0.052
H -2.35706 1.77343 -1.52971 0.082
H -3.41221 0.87200 -0.51017 0.113
H 0.26468 1.33079 -0.50820 0.142
H 0.13288 -0.45805 -1.64061 0.198
H -0.51660 -1.23925 -0.11748 0.200
H 1.68675 -2.12367 -1.08691 0.132
H 1.61042 -1.66001 0.49967 0.109
H 2.74229 0.28369 -1.55635 0.114
H 4.07383 1.08966 1.71650 0.104
```

Q: Which of these has the lowest max |F|?
A: C19H36BIrN6S6